[1]
DFT (ωB97M-V with the def2-TZVPD basis set) results for a structure of composition C3H9F10KN5O24PS10 in a non-equilibrium geometry.

Each line ends with the Mulliken spin population.
Geometry (Å):
K: -13.32940 1.14999 -0.92838  0.00
S: -13.28233 -1.14933 2.56208  -0.03
S: -15.84641 -3.77098 -0.13725  0.00
S: -16.96542 1.47721 0.18186  0.00
S: -14.35208 -2.83512 -1.60651  0.00
S: -10.18853 -1.89186 -0.90918  0.00
S: -16.44128 3.47919 -0.98357  0.00
S: -10.13889 -1.97946 -3.22884  0.00
S: -10.16393 3.35372 0.66667  0.00
S: -10.96886 -1.44420 3.03266  -0.10
S: -10.81619 3.65915 -1.57782  0.00
P: -11.98951 1.31938 -5.10280  0.00
F: -14.38856 -0.29525 3.42075  0.00
F: -15.04960 4.00730 -1.60563  0.00
F: -14.44312 -2.34791 -3.20251  0.00
F: -9.59657 -0.89322 -4.32986  0.00
F: -10.82578 2.84984 2.02965  0.00
F: -11.99859 3.64951 -2.63759  0.00
F: -10.02231 -1.96171 4.21554  0.00
F: -9.08881 -1.74967 0.29403  0.00
F: -16.95213 -4.93465 -0.06647  0.00
F: -17.18847 0.51511 -1.16057  0.00
O: -16.81689 4.49967 -0.02203  0.00
O: -18.28635 2.03124 0.38802  0.00
O: -11.73529 -0.13579 -5.83025  0.00
O: -11.15776 -0.84086 -0.51850  0.00
O: -12.99635 -0.13939 1.54236  0.03
O: -16.45835 -2.59323 0.49405  0.00
O: -9.08773 2.36843 0.52027  0.00
O: -13.11177 2.02028 -6.12559  0.00
O: -9.84135 -3.28179 -3.85333  0.00
O: -14.72909 -4.46834 0.49919  0.00
O: -12.45592 1.27546 -3.70784  0.00
O: -13.10630 -3.65401 -1.55007  0.00
O: -10.98797 -2.56412 2.13612  0.23
O: -10.48966 -3.30824 -0.69710  0.00
O: -10.68334 2.27061 -5.32567  0.00
O: -14.24230 -1.48326 -1.04091  0.00
O: -16.49188 0.50690 1.12436  0.00
O: -10.29430 -0.20843 2.61688  0.28
O: -11.56531 -1.60805 -3.13735  0.00
O: -9.87693 2.72682 -2.14039  0.00
O: -17.25208 3.30086 -2.17792  0.00
O: -14.06528 -2.31700 2.19502  0.06
O: -9.92465 4.73932 0.97839  0.00
O: -10.62844 5.13663 -1.64793  0.00
N: -9.11683 -1.54260 -1.91868  0.00
N: -12.19921 -1.30200 3.90529  0.53
N: -15.92385 -3.57585 -1.59206  0.00
N: -15.66009 2.39296 -0.30490  0.00
N: -11.53371 3.11449 -0.31761  0.00
C: -11.17517 -0.25247 -7.12594  0.00
C: -10.65721 3.67892 -5.25984  0.00
C: -14.51871 1.68751 -6.13694  0.00
H: -11.74603 -1.06497 -7.57545  0.00
H: -11.30020 0.61950 -7.76792  0.00
H: -9.70500 3.97680 -4.82090  0.00
H: -10.76146 4.02646 -6.28767  0.00
H: -15.13026 2.58411 -6.23797  0.00
H: -14.86327 1.22801 -5.21052  0.00
H: -10.16039 -0.64943 -7.15313  0.00
H: -11.51632 4.14638 -4.77868  0.00
H: -14.59563 1.10499 -7.05501  0.00

## Properties
- 2S+1: 2
- HOMO energy (spin up / spin down): -2.5251 / -2.5206 eV
- E: -220981.6294 eV
- M: 1079.8 u
- Total charge: -3

[2]
DFT (ωB97M-V with the def2-TZVPD basis set) results for a cluster of 2 separate species, C3H9FNO2P in total in a non-equilibrium geometry.

Each line ends with the Löwdin charge.
Geometry (Å):
P: -0.24362 -1.00291 1.37206  0.50
F: 1.61778 0.03649 -2.18706  -0.05
O: -1.35664 -0.11070 1.12254  -0.35
O: 0.85112 -0.27230 2.37189  -0.20
N: -0.85056 1.80201 -0.37393  -0.02
C: 0.61808 -1.61750 -0.03157  -0.14
C: 0.95051 0.36181 -1.01179  -0.13
C: -0.42617 0.88029 -1.34735  -0.32
H: -0.40498 1.43106 -2.39288  0.16
H: 1.72165 0.94076 -0.37655  0.15
H: 0.40680 0.22003 3.05973  0.06
H: 1.61283 -2.00498 0.21948  0.05
H: -0.04804 -2.05910 -0.77633  0.05
H: -1.62116 2.31851 -0.76667  0.07
H: -1.24730 1.38664 0.44081  0.00
H: -1.03737 -0.09409 -1.43181  0.12
H: -0.54292 -2.21602 2.10942  0.04

## Properties
- HOMO energy: -9.1908 eV
- E: -20846.7903 eV
- M: 141.1 u

[3]
DFT (ωB97M-V with the def2-TZVPD basis set) results for a cluster of 2 separate species, C3H9IN in total in a non-equilibrium geometry.

Each line ends with the Mulliken spin population.
Geometry (Å):
I: 3.12488 -0.00494 0.22129  1.29
N: 0.39266 -1.35900 -0.22727  0.02
C: 0.24983 0.11556 -0.49098  -0.18
C: 1.07556 0.96467 0.44571  0.43
C: -1.89681 0.69933 0.04234  0.47
H: 0.51740 -1.66768 0.77796  0.00
H: -0.36480 -1.94338 -0.70850  0.00
H: 1.26177 -1.85570 -0.52206  -0.01
H: 0.75970 0.77218 1.50709  -0.02
H: 0.36000 0.19686 -1.52576  0.00
H: 1.05874 2.04456 0.11169  -0.01
H: -2.31007 -0.34455 0.11190  0.00
H: -2.40090 1.24746 -0.74503  0.00
H: -1.82796 1.13463 1.00161  0.00

## Properties
- 2S+1: 3
- HOMO energy (spin up / spin down): -9.8745 / -13.4844 eV
- E: -12834.2236 eV
- M: 186.0 u
- Total charge: +1

[4]
DFT (ωB97M-V with the def2-TZVPD basis set) results for a cluster of 2 separate species, C3H9IN2 in total in a non-equilibrium geometry.

Each line ends with the Löwdin charge.
Geometry (Å):
I: -0.35486 -0.14285 4.77928  0.41
N: -0.43156 -0.96391 -0.04999  -0.02
N: -1.62769 -1.36633 -0.62339  0.01
C: 0.19975 0.03792 -0.40844  -0.48
C: 1.45386 0.33542 0.36159  -0.06
C: -0.22192 0.91526 -1.49308  -0.05
H: -1.63660 -2.36577 -0.79018  0.08
H: 2.01467 -0.71214 0.41497  0.13
H: 1.24956 0.79993 1.29416  0.04
H: -0.31745 0.57011 -2.43934  0.03
H: 0.66290 1.65000 -1.52769  0.10
H: 0.21009 -0.39314 3.33677  -0.42
H: 2.02937 1.17079 -0.04156  0.06
H: -1.25742 1.36534 -1.37088  0.11
H: -1.97272 -0.90065 -1.44223  0.05

## Properties
- HOMO energy: -8.7825 eV
- E: -14335.6824 eV
- M: 200.0 u
- Structure (SMILES): CC(C)=NN.I

[5]
DFT (ωB97M-V with the def2-TZVPD basis set) results for a cluster of 2 separate species, C3H9INOS in total in a non-equilibrium geometry.

Each line ends with the Löwdin charge.
Geometry (Å):
I: -4.49286 0.15994 0.70841  0.42
S: -3.56760 -1.71948 -0.35503  0.16
O: -1.65879 -1.41093 0.13630  -0.49
N: 2.17634 0.34182 -1.05752  -0.21
C: 2.00894 0.39559 0.38546  0.05
C: 1.37462 1.32992 -1.66222  -0.03
C: 2.94533 -0.40368 -1.74936  0.21
H: 2.79467 -0.23858 0.62401  0.09
H: 1.06556 -0.04132 0.68503  0.11
H: 2.05156 2.20989 -1.81817  0.14
H: 1.92126 1.42475 0.69825  0.12
H: 0.33181 1.60339 -1.28871  0.15
H: 3.70738 -1.04330 -1.42163  0.11
H: 1.19227 0.95643 -2.67033  0.10
H: 2.92677 -0.33940 -2.83702  0.14
H: -1.46323 -2.18239 0.57833  -0.08

## Properties
- HOMO energy: -11.5176 eV
- E: -25720.6784 eV
- M: 234.1 u
- Total charge: +1

[6]
DFT (ωB97M-V with the def2-TZVPD basis set) results for a cluster of 2 separate species, C3H9N in total in a non-equilibrium geometry.

Each line ends with the Löwdin charge.
Geometry (Å):
N: 0.00194 -1.09920 -0.16878  -0.09
C: 1.24790 1.92709 0.10887  -0.05
C: -0.56654 -0.75466 -1.24217  -0.10
C: -0.87209 -1.45132 0.95281  -0.14
H: -1.54055 -1.16678 -1.54159  0.08
H: -1.70517 -0.77883 1.09986  0.07
H: 0.29550 1.41088 0.15095  -0.02
H: 0.02523 -0.33077 -2.05232  0.06
H: -1.37457 -2.40300 0.73068  0.08
H: 1.83454 1.79116 1.01062  0.02
H: -0.24188 -1.55796 1.82846  0.07
H: 1.19649 2.98693 -0.12884  0.01
H: 1.69920 1.42648 -0.74856  0.01

## Properties
- HOMO energy: -9.5236 eV
- E: -4745.5463 eV
- M: 59.1 u
- Structure (SMILES): C=NC.C

[7]
DFT (ωB97M-V with the def2-TZVPD basis set) results for a cluster of 2 separate species, C3H9N in total in a non-equilibrium geometry.

Each line ends with the Löwdin charge.
Geometry (Å):
N: 2.92233 -3.81288 -1.36017  -0.07
C: 2.49501 -2.81889 -0.27279  -0.14
C: -3.75346 4.98166 1.99910  -0.07
C: 2.27752 -3.61880 -2.43952  -0.11
H: 2.97485 -1.84103 -0.42021  0.07
H: 2.80159 -3.04878 0.73815  0.05
H: -3.49715 4.90272 3.04835  0.00
H: 2.57466 -4.22732 -3.27655  0.06
H: -3.66511 3.98535 1.50154  0.02
H: 1.39415 -2.69134 -0.28192  0.07
H: -3.25906 5.77700 1.42804  0.01
H: 1.59649 -2.78796 -2.60440  0.07
H: -4.86183 5.20025 1.94037  0.03

## Properties
- HOMO energy: -9.9856 eV
- E: -4745.6608 eV
- M: 59.1 u
- Structure (SMILES): C=NC.C

E of number 6 (C3H9N)? -4745.5463 eV

What is the formula in the second record? C3H9FNO2P

Which of these has the highest E? number 6

Look up the E of the fifth one. -25720.6784 eV